A 12-piece molecular cluster, C72H216N36O12P12 overall at a distorted geometry. Source: the Open Molecules 2025 dataset; level of theory: ωB97M-V/def2-TZVPD.

Structure (ORCA input):
```
! wB97M-V def2-TZVPD RIJCOSX def2/J DEFGRID3
* xyz 0 1
C 7.63996 1.06048 -4.68820
N 7.65455 -0.47292 -4.64331
C 7.19241 -1.09968 -5.97870
P 7.48983 -1.45924 -3.28164
O 7.96979 -2.84157 -3.41302
N 5.85200 -1.46005 -2.77536
C 4.77683 -0.55609 -3.27952
C 5.50114 -2.28686 -1.61900
N 8.24790 -0.49620 -2.02947
C 9.63438 -0.76334 -1.54817
C 7.50751 0.60721 -1.39779
H 8.47556 1.33402 -4.04396
H 6.69004 1.46841 -4.34274
H 7.76707 1.34989 -5.73136
H 7.98569 -1.65082 -6.48373
H 6.73228 -0.43337 -6.70838
H 6.39295 -1.78498 -5.69706
H 4.90350 -0.35010 -4.34236
H 3.84457 -1.10372 -3.14141
H 4.59693 0.35580 -2.71014
H 6.27339 -3.00837 -1.35227
H 5.35099 -1.61252 -0.77589
H 4.53993 -2.73386 -1.87268
H 10.11528 0.09844 -1.08540
H 9.66790 -1.56432 -0.80966
H 10.25093 -1.01138 -2.41214
H 8.23169 1.40953 -1.25656
H 7.04912 0.17275 -0.50940
H 6.59667 0.95455 -1.88545
C -5.17765 -6.75916 -1.91496
N -4.70200 -6.41536 -0.51803
C -5.02895 -5.06769 0.09166
P -3.89778 -7.66335 0.41947
O -2.93047 -8.47128 -0.41837
N -3.13000 -6.89155 1.77520
C -1.87525 -6.20448 1.55358
C -3.60021 -6.72628 3.10267
N -5.10835 -8.46835 1.30771
C -4.73945 -9.80193 1.83444
C -6.29803 -7.93418 1.94181
H -6.26420 -6.78027 -1.99899
H -4.98937 -7.77340 -2.26707
H -4.87790 -6.03321 -2.67078
H -6.03571 -4.79296 -0.22307
H -4.36678 -4.21038 -0.02933
H -4.99583 -5.11376 1.18018
H -1.83975 -5.66764 0.60561
H -1.84336 -5.32198 2.19255
H -1.06668 -6.91886 1.70846
H -4.18650 -5.83927 3.34260
H -4.09013 -7.58751 3.55695
H -2.71141 -6.65527 3.72965
H -3.86768 -9.67622 2.47656
H -5.43282 -10.40128 2.42446
H -4.61744 -10.44180 0.96049
H -7.17641 -8.32088 1.42507
H -6.17754 -6.85403 1.85898
H -6.47337 -8.30923 2.95012
C -7.37618 -0.60675 0.67562
N -7.28962 0.53217 1.63761
C -7.96315 0.36832 2.87040
P -6.75502 2.09574 0.98160
O -6.04570 1.98875 -0.30363
N -8.13047 3.18011 1.15426
C -8.81474 3.73855 2.37418
C -8.90151 3.43981 -0.10385
N -5.66696 2.70601 2.14329
C -5.10303 4.08586 2.22204
C -4.67545 1.71653 2.74539
H -7.19971 -1.44191 1.35347
H -6.74066 -0.44707 -0.19542
H -8.38329 -0.63276 0.25949
H -7.55439 -0.54105 3.31093
H -9.03407 0.29590 2.68073
H -7.83057 1.26033 3.48264
H -8.73081 3.03630 3.20358
H -8.24198 4.63734 2.60268
H -9.82966 4.09028 2.18893
H -9.63916 2.65155 -0.25422
H -9.43675 4.35727 0.14089
H -8.25780 3.33011 -0.97660
H -4.29348 4.25668 1.51242
H -5.84227 4.82284 1.90820
H -4.72166 4.42624 3.18474
H -4.62208 0.81821 2.13035
H -5.04812 1.28181 3.67288
H -3.64413 2.04607 2.87139
C 1.76413 -0.00609 -10.23908
N 0.69669 0.15646 -9.32345
C -0.42518 1.02568 -9.82975
P 1.12169 0.44858 -7.64197
O 1.99728 1.59102 -7.41487
N -0.33285 0.36047 -6.65706
C -1.54402 -0.36138 -6.96209
C -0.40983 1.12308 -5.44398
N 1.91655 -1.16039 -7.29374
C 1.17815 -2.35752 -7.78544
C 2.90342 -1.45956 -6.25546
H 2.33519 0.92137 -10.28175
H 1.56630 -0.41076 -11.23165
H 2.52846 -0.68295 -9.85731
H -1.04389 1.37550 -9.00336
H -1.04330 0.58133 -10.60986
H 0.08060 1.88227 -10.27531
H -2.46773 0.04718 -6.55230
H -1.55003 -0.61774 -8.02150
H -1.48903 -1.27204 -6.36561
H 0.54827 1.13150 -4.92430
H -0.64393 2.10508 -5.85503
H -1.27255 0.79179 -4.86600
H 0.96916 -3.04005 -6.96168
H 0.31903 -2.06535 -8.38931
H 1.79114 -3.00167 -8.41585
H 3.71199 -2.03500 -6.70623
H 2.66410 -2.12104 -5.42283
H 3.40757 -0.55458 -5.91643
C -2.12770 8.66499 2.22075
N -0.90798 7.78362 2.15959
C 0.13964 8.69217 2.55675
P -0.75546 6.16704 1.46953
O -1.95343 5.79959 0.84994
N 0.62570 6.16579 0.44415
C 1.23147 4.78520 0.08370
C 0.98823 7.21634 -0.48347
N -0.32293 5.38412 2.85108
C 1.01098 5.40934 3.46652
C -1.29695 4.48169 3.49406
H -2.85423 8.52625 3.02138
H -2.74554 8.47085 1.34400
H -2.01830 9.73657 2.05386
H 0.62614 9.16608 1.70421
H 0.85925 7.93641 2.87155
H -0.08579 9.27454 3.45013
H 1.57833 4.15540 0.90293
H 0.55131 4.25136 -0.57999
H 2.16081 4.93209 -0.46663
H 0.42451 8.14881 -0.51170
H 2.06596 7.37237 -0.43588
H 0.95420 6.81155 -1.49494
H 1.68744 4.55787 3.39232
H 1.57390 6.33722 3.36528
H 0.83071 5.26475 4.53174
H -2.18997 4.33510 2.88651
H -1.64731 4.79875 4.47632
H -0.73910 3.55453 3.62546
C -5.90678 1.87272 -4.01896
N -6.94588 1.96121 -4.97807
C -8.18557 2.42714 -4.48296
P -7.01721 0.90828 -6.31928
O -8.36518 0.53267 -6.79290
N -6.28024 1.91841 -7.45620
C -6.59752 1.79771 -8.92062
C -5.10383 2.73320 -7.13577
N -5.98313 -0.50141 -6.13544
C -6.64054 -1.62145 -5.40053
C -5.00257 -0.91918 -7.19966
H -5.89231 0.90261 -3.52219
H -6.13508 2.62287 -3.26182
H -4.90378 2.22333 -4.26221
H -8.11884 3.51381 -4.53585
H -8.24573 2.11837 -3.43934
H -9.02193 2.19584 -5.14258
H -5.71015 1.95170 -9.53460
H -7.06683 0.81438 -8.95080
H -7.35622 2.50526 -9.25505
H -5.45201 3.43124 -6.37444
H -4.37666 2.03952 -6.71372
H -4.49844 3.20467 -7.90993
H -6.99147 -2.44045 -6.02838
H -5.84665 -2.04747 -4.78707
H -7.38164 -1.35149 -4.64821
H -5.65888 -1.32948 -7.96713
H -4.31915 -1.69741 -6.85998
H -4.45018 -0.02957 -7.50226
C -2.51177 8.06937 -2.47289
N -3.88274 7.94333 -3.14623
C -3.88422 7.70128 -4.56253
P -5.39985 7.99283 -2.34533
O -6.46838 8.63110 -3.18247
N -5.65916 6.28292 -1.99270
C -4.59979 5.33398 -1.67447
C -6.98602 5.83912 -2.32080
N -5.10048 8.60165 -0.80770
C -5.01366 10.02540 -0.80980
C -5.19770 7.84519 0.38607
H -1.58285 7.99984 -3.03890
H -2.47918 7.17275 -1.85394
H -2.40072 8.91295 -1.79160
H -4.12463 8.67142 -4.99743
H -4.58473 6.88944 -4.75821
H -2.88386 7.44679 -4.91270
H -4.98875 4.44195 -1.18346
H -3.98257 4.98329 -2.50161
H -3.84795 5.87518 -1.10005
H -7.29345 4.98262 -1.72079
H -7.60552 6.73195 -2.23616
H -6.89733 5.55235 -3.36865
H -5.45612 10.49133 0.07067
H -3.96545 10.31636 -0.87833
H -5.50616 10.59399 -1.59863
H -4.73799 8.46398 1.15670
H -4.52990 6.98743 0.30610
H -6.27055 7.74025 0.54760
C -0.54060 0.10358 1.56612
N -0.74318 0.84133 0.31702
C -1.15039 2.30226 0.56170
P -1.19848 0.11315 -1.12986
O -1.15836 1.05952 -2.26644
N -0.28602 -1.32016 -1.28009
C -0.69932 -2.60739 -1.92432
C 1.14379 -1.16874 -1.21024
N -2.82457 -0.33374 -0.75069
C -3.12013 -1.60226 -0.19733
C -3.86410 0.18727 -1.64728
H 0.25400 0.46070 2.22123
H -0.43426 -0.96660 1.38860
H -1.39608 0.21503 2.23233
H -0.42580 2.87868 1.13687
H -2.10358 2.44839 1.06980
H -1.27691 2.86419 -0.36368
H 0.08000 -3.03283 -2.55659
H -1.04633 -3.34157 -1.19723
H -1.42387 -2.30021 -2.67849
H 1.57537 -0.81778 -2.14760
H 1.49563 -0.48087 -0.44137
H 1.54154 -2.14960 -0.94987
H -3.52733 -2.28932 -0.93911
H -2.22596 -2.13080 0.13314
H -3.81290 -1.50207 0.63821
H -4.77883 -0.34863 -1.39394
H -3.50670 -0.05596 -2.64788
H -3.92783 1.27147 -1.55483
C 1.00397 -6.55555 -2.35528
N 2.24300 -6.49976 -3.27579
C 2.43986 -5.31720 -4.07923
P 3.59465 -7.42412 -2.62861
O 3.61552 -7.76277 -1.16219
N 3.79274 -8.71159 -3.60795
C 2.67946 -9.31187 -4.38291
C 4.64543 -9.84952 -3.07027
N 5.00331 -6.54103 -3.05593
C 5.55070 -5.58893 -2.14625
C 5.72452 -6.57304 -4.34298
H 1.27103 -6.97213 -1.38408
H 0.20242 -7.18482 -2.74210
H 0.60780 -5.54512 -2.25433
H 1.52278 -4.86310 -4.45454
H 2.96403 -5.49099 -5.01898
H 3.17151 -4.68487 -3.57629
H 2.19588 -8.63632 -5.08852
H 3.14507 -10.07882 -5.00187
H 1.95189 -9.84160 -3.76799
H 4.07878 -10.25111 -2.23019
H 4.86058 -10.65941 -3.76733
H 5.48209 -9.31397 -2.62160
H 6.30176 -4.95348 -2.61552
H 4.77599 -5.01748 -1.63501
H 6.02436 -6.08490 -1.29905
H 5.28811 -7.34970 -4.97102
H 6.75618 -6.82086 -4.09328
H 5.64966 -5.62311 -4.87225
C 5.76873 0.12937 3.70236
N 7.16594 0.01977 3.30570
C 7.54755 -1.28696 2.84235
P 8.38707 1.20540 3.19701
O 9.66217 0.57047 2.88631
N 7.91008 2.29568 1.97068
C 6.61313 3.00376 1.99124
C 8.94356 3.14725 1.34430
N 8.52841 2.14488 4.64648
C 9.32667 3.39344 4.61707
C 8.33180 1.42246 5.90621
H 5.59142 1.06002 4.24139
H 5.71792 -0.71974 4.38393
H 5.15416 0.06277 2.80460
H 6.90354 -2.02635 3.31844
H 8.58824 -1.39816 3.14682
H 7.54484 -1.35598 1.75454
H 6.63835 3.79004 2.74571
H 6.29397 3.50418 1.07701
H 5.70747 2.39742 2.00635
H 8.79361 4.11651 1.81985
H 9.94142 2.78016 1.58436
H 8.70223 3.40492 0.31306
H 8.61888 4.19722 4.81974
H 10.13174 3.32665 5.34885
H 9.70144 3.56635 3.60823
H 7.47309 0.76404 5.77505
H 8.26256 2.08468 6.76921
H 9.27607 0.95563 6.18642
C 3.83944 -6.10375 6.33110
N 2.54473 -6.42558 7.04829
C 2.41838 -7.84562 7.43366
P 1.66925 -5.08352 7.75593
O 1.99803 -5.00807 9.18069
N 1.98179 -3.81297 6.68912
C 1.56378 -3.87873 5.29558
C 2.48417 -2.52627 7.17248
N -0.01162 -5.31007 7.37314
C -0.45606 -6.02481 6.21201
C -1.11357 -4.97060 8.26431
H 4.46417 -6.98516 6.47578
H 4.21164 -5.17464 6.76276
H 3.90717 -5.92000 5.25884
H 3.06985 -8.48773 6.84088
H 1.38223 -8.10326 7.21432
H 2.73575 -7.99476 8.46571
H 2.22867 -3.47809 4.53039
H 1.50892 -4.93629 5.03741
H 0.57619 -3.41772 5.28031
H 1.68498 -1.83025 6.91758
H 2.65247 -2.54678 8.24921
H 3.34187 -2.19633 6.58631
H -1.28210 -6.70347 6.42454
H -0.77920 -5.35918 5.41162
H 0.37676 -6.56256 5.75884
H -1.98612 -4.80373 7.63272
H -0.90338 -4.07521 8.84929
H -1.15294 -5.73778 9.03760
C 0.94990 2.09456 6.55720
N 1.87161 1.82101 7.67423
C 1.15513 1.11894 8.73718
P 3.51679 1.49017 7.40000
O 3.76109 0.44718 6.34461
N 4.02974 3.13845 6.99593
C 3.85334 4.35373 7.88350
C 4.61290 3.45235 5.75922
N 4.21575 1.21451 8.91611
C 4.86714 -0.10618 9.23699
C 4.17888 2.15807 10.08747
H 1.24808 2.99559 6.02116
H -0.08349 2.19912 6.88778
H 0.90038 1.18606 5.95697
H 1.65482 1.17873 9.70405
H 1.16281 0.03582 8.61510
H 0.21685 1.55419 9.08109
H 4.74211 4.31835 8.51353
H 3.75060 5.29045 7.33568
H 2.93252 4.37162 8.46650
H 5.38979 4.21395 5.82635
H 5.00058 2.50190 5.39253
H 3.88894 3.73681 4.99563
H 5.88626 0.05298 9.58936
H 4.27893 -0.58966 10.01696
H 4.89432 -0.69694 8.32137
H 5.19153 2.52331 10.25846
H 3.86783 1.65133 11.00101
H 3.42060 2.90603 9.85580
*
```

Computed properties:
Kohn-Sham gap = 7.780 eV
LUMO level = -0.10 eV
F_max = 7.81 eV/Å
E = -9843.26992 hartree
ΔE to the lowest compared entry with this formula, charge and spin = 1475.9 kJ/mol

A 12-piece molecular cluster, C72H60F12 overall at a distorted geometry. Source: the Open Molecules 2025 dataset; level of theory: ωB97M-V/def2-TZVPD.

Structure (ORCA input):
```
! wB97M-V def2-TZVPD RIJCOSX def2/J DEFGRID3
* xyz 0 1
F 8.94979 13.77757 7.15834
C 9.40251 14.24408 8.36194
C 10.53453 13.63968 8.89512
C 10.86390 14.02822 10.19288
C 10.21706 15.11776 10.81578
C 9.18946 15.79819 10.14578
C 8.76422 15.37446 8.89658
H 10.95720 12.76586 8.40673
H 11.65682 13.51651 10.73981
H 10.51653 15.44684 11.86604
H 8.68303 16.69367 10.60561
H 7.90090 15.84678 8.37949
F 16.08072 10.68005 10.91980
C 15.23686 10.63142 11.98234
C 14.75089 11.81772 12.51605
C 13.83975 11.67716 13.53058
C 13.31610 10.42634 13.86613
C 13.87384 9.24723 13.32950
C 14.89855 9.35430 12.41596
H 15.19721 12.78166 12.20692
H 13.57534 12.60102 14.05273
H 12.57795 10.45534 14.68728
H 13.60171 8.23943 13.71959
H 15.47624 8.44958 11.95483
F 19.40253 19.47520 12.94430
C 19.86520 18.21954 13.25879
C 20.17918 17.88922 14.56125
C 20.60284 16.64321 14.91373
C 20.80391 15.69898 13.90268
C 20.52869 15.97564 12.54510
C 20.02084 17.23896 12.26560
H 20.03811 18.68711 15.36759
H 20.76182 16.41100 15.96853
H 21.17824 14.71958 14.16454
H 20.68453 15.35612 11.74888
H 19.74800 17.41558 11.24705
F 6.58542 11.78853 11.38652
C 7.71347 12.12747 12.03345
C 7.71200 13.23202 12.85749
C 8.88243 13.56031 13.48995
C 10.03565 12.84738 13.27668
C 9.95754 11.60298 12.64243
C 8.75618 11.21943 11.99406
H 6.77369 13.82353 13.02114
H 8.93130 14.29007 14.23374
H 11.06809 13.07770 13.74106
H 10.80386 10.93769 12.57734
H 8.62340 10.25730 11.40654
F 18.22542 14.51556 17.10450
C 19.13048 13.67840 16.64482
C 18.65566 12.68070 15.79598
C 19.55311 11.67517 15.42039
C 20.85219 11.62879 15.86029
C 21.26208 12.66066 16.63444
C 20.42402 13.72148 17.02994
H 17.59751 12.77017 15.53214
H 19.17531 10.89871 14.77038
H 21.55399 10.83653 15.64616
H 22.29660 12.73996 16.94876
H 20.98768 14.43248 17.63408
F 10.40032 20.70178 15.62023
C 10.47528 19.40017 15.40763
C 10.34649 18.54000 16.53393
C 10.41782 17.18314 16.21908
C 10.70484 16.70671 14.93774
C 10.71278 17.57597 13.85078
C 10.69699 18.93604 14.14278
H 10.10321 18.87985 17.48907
H 10.09158 16.46117 16.97398
H 10.81850 15.61254 14.70979
H 10.88940 17.30340 12.85436
H 10.86836 19.66093 13.30323
F 9.39446 9.87963 7.67712
C 10.54136 9.57309 8.28880
C 10.92523 10.31388 9.36964
C 12.20377 10.12810 9.96256
C 13.02668 9.13271 9.44949
C 12.57377 8.33589 8.37318
C 11.38490 8.57251 7.78137
H 10.28718 11.04462 9.78687
H 12.43626 10.69438 10.87830
H 13.97495 8.97640 9.87047
H 13.13210 7.44627 7.99722
H 11.14002 8.03391 6.89399
F 15.50473 20.95078 16.10605
C 15.97726 19.75488 16.52922
C 16.63007 18.89141 15.65701
C 17.07058 17.66423 16.11075
C 16.98722 17.31972 17.48511
C 16.45557 18.28633 18.34314
C 15.93663 19.50654 17.89137
H 16.78104 19.12251 14.57254
H 17.64418 17.00852 15.48715
H 17.47283 16.43989 17.99544
H 16.31895 17.91095 19.33748
H 15.59627 20.16623 18.63887
F 18.32938 17.93812 8.47780
C 17.12623 18.17214 9.07804
C 15.91068 17.85299 8.48307
C 14.73751 17.97308 9.23379
C 14.83367 18.39773 10.56071
C 16.04259 18.69735 11.11901
C 17.19221 18.62366 10.41102
H 15.91658 17.47255 7.53937
H 13.76851 17.72617 8.86152
H 13.94436 18.63239 11.09414
H 16.10651 19.01551 12.13582
H 18.08871 18.94946 10.81083
F 12.27223 10.39130 17.36804
C 12.97935 11.55230 17.32265
C 14.34635 11.31905 17.50679
C 15.22155 12.40152 17.33294
C 14.72207 13.65197 16.99387
C 13.31482 13.79721 16.74119
C 12.42332 12.73372 16.91731
H 14.78774 10.38548 17.70344
H 16.31070 12.26172 17.45367
H 15.47050 14.41973 16.84543
H 12.75090 14.69168 16.44604
H 11.33638 12.85006 16.85628
F 13.53637 15.52512 14.11744
C 14.42533 15.33971 13.11557
C 15.77151 15.35840 13.48493
C 16.70094 15.03682 12.41876
C 16.28053 14.91832 11.09804
C 14.92199 15.00593 10.82442
C 13.98914 15.12364 11.83959
H 16.29477 15.62735 14.40539
H 17.72076 15.20797 12.67793
H 17.01900 14.64904 10.32868
H 14.46757 14.95699 9.79399
H 12.91606 15.21278 11.61752
F 21.26633 13.30238 7.19400
C 20.81653 13.14016 8.45839
C 19.46340 12.83353 8.74687
C 19.14943 12.58076 10.10352
C 20.07396 12.72264 11.09072
C 21.35531 13.09099 10.82395
C 21.72155 13.28534 9.50265
H 18.71314 12.64114 7.95084
H 18.18386 12.19603 10.28487
H 19.64640 12.66447 12.18680
H 21.97415 13.38199 11.63542
H 22.77710 13.45646 9.20578
*
```

Computed properties:
Kohn-Sham gap = 9.590 eV
LUMO level = 0.47 eV
F_max = 4.49 eV/Å
E = -3977.86663 hartree
ΔE to the lowest compared entry with this formula, charge and spin = 346.1 kJ/mol